This record from the Open Molecules 2025 dataset describes a structure of composition C5H6O in a non-equilibrium geometry. The level of theory is ωB97M-V with the def2-TZVPD basis set.

The value obtained for the HOMO-LUMO gap is 8.850 eV. Its net charge is 0. The energy above the lowest of the compared OMol25 structures with the same formula, charge and spin is 3.420 eV.

The geometry in XYZ format:
```
12
C5H6O, DFT ωB97M-V with the def2-TZVPD basis set
O -1.6808 1.6783 0.2480
C -0.7472 0.7566 -0.0105
C -0.9319 -0.3963 -0.7123
C 0.1677 -0.9640 0.1431
C 1.4594 -0.3805 -0.1889
C 0.5179 0.4918 0.6590
H -2.4173 1.1266 -0.0824
H -1.0832 -0.5509 -1.7720
H -0.0353 -1.6874 0.9254
H 1.6250 -0.1186 -1.2319
H 2.3219 -0.7463 0.3602
H 0.8039 0.7907 1.6623
```